# 1
Below is a cluster of 2 separate species, C34H50O4P in total at a distorted geometry, with properties calculated with ωB97M-V/def2-TZVPD.

Structure (ORCA input):
```
! wB97M-V def2-TZVPD RIJCOSX def2/J DEFGRID3
* xyz 1 1
C -2.1864 4.5216 0.3687
C -1.5153 3.2826 0.9913
C -2.4067 2.6056 2.0371
C -2.1159 1.1235 2.2673
C -2.2685 0.1980 1.0504
C -3.5066 0.4051 0.1706
C -3.2599 0.0594 -1.3142
C -2.8773 1.2707 -2.1888
C -3.8921 1.6947 -3.2790
C -3.2733 1.8017 -4.6869
C -2.8371 3.2311 -5.0263
C -1.8205 3.3268 -6.1684
C -0.4232 2.8611 -5.7479
C 0.2267 3.7272 -4.6512
C 0.3524 2.9958 -3.3111
C 1.3641 3.6417 -2.3360
P 2.9817 2.8883 -2.4868
C 3.1568 1.4279 -1.4511
C 2.6156 0.1712 -2.1585
O 1.9940 -0.6220 -1.1611
C 1.2396 -1.6601 -1.6894
C 1.5632 -2.9778 -1.0924
O 0.4126 -1.4149 -2.5467
H -1.4750 5.3312 0.1893
H -2.6811 4.2866 -0.5762
H -2.9382 4.9297 1.0462
H -0.5849 3.5994 1.4739
H -1.2450 2.5728 0.2030
H -3.4568 2.7472 1.7712
H -2.2695 3.1245 2.9906
H -1.0843 1.0302 2.6290
H -2.7493 0.7690 3.0856
H -2.3001 -0.8263 1.4362
H -1.3673 0.2453 0.4305
H -3.8344 1.4455 0.2239
H -4.3367 -0.1983 0.5414
H -4.1441 -0.4301 -1.7293
H -2.4461 -0.6694 -1.3638
H -2.7016 2.1232 -1.5248
H -1.9192 1.0618 -2.6755
H -4.2604 2.6896 -3.0169
H -4.7408 1.0102 -3.2908
H -3.9747 1.4498 -5.4464
H -2.4042 1.1394 -4.7354
H -2.4114 3.6807 -4.1198
H -3.7243 3.8191 -5.2729
H -1.7642 4.3562 -6.5340
H -2.1666 2.7101 -7.0018
H -0.5110 1.8348 -5.3781
H 0.2261 2.8293 -6.6244
H -0.3935 4.6118 -4.4820
H 1.2075 4.0878 -4.9803
H -0.6173 2.9798 -2.8123
H 0.6150 1.9529 -3.5050
H 1.4877 4.7048 -2.5613
H 1.0583 3.5414 -1.2938
H 3.1843 2.5004 -3.8098
H 3.9802 3.8095 -2.1763
H 2.5697 1.5989 -0.5469
H 4.2065 1.3073 -1.1836
H 3.4398 -0.3786 -2.6201
H 1.8714 0.4180 -2.9192
H 1.3643 -2.9662 -0.0199
H 2.6206 -3.2059 -1.2321
H 0.9602 -3.7430 -1.5766
C 1.7560 -0.9903 5.2727
C 0.9556 -1.3422 4.1903
C 0.8623 -2.6665 3.7979
C 1.5775 -3.6442 4.4772
C 2.3890 -3.2898 5.5544
C 2.4710 -1.9611 5.9532
C 3.1862 -4.3171 6.2892
O 3.8842 -4.0073 7.2290
C 3.0944 -5.7288 5.8194
C 3.8536 -6.6994 6.4603
C 3.7775 -8.0190 6.0481
C 2.9404 -8.3763 4.9968
C 2.1838 -7.4130 4.3517
C 2.2600 -6.0861 4.7569
C 1.4520 -5.0645 4.0357
O 0.7250 -5.3656 3.1121
H 1.8180 0.0429 5.5877
H 0.3973 -0.5817 3.6597
H 0.2327 -2.9578 2.9682
H 3.0964 -1.7048 6.7969
H 4.4961 -6.4082 7.2793
H 4.3700 -8.7735 6.5477
H 2.8790 -9.4092 4.6817
H 1.5285 -7.6761 3.5332
*
```

Results
- relative energy (zero: lowest compared OMol25 entry of this formula, charge and spin) (kJ/mol) = 0.0
- HOMO-LUMO gap (eV) = 8.53
- LUMO (eV) = -2.72
- F_max (eV/A) = 1.982

# 2
Below is a structure of composition C34H51BGaNO2P2Si at a distorted geometry, with properties calculated with ωB97M-V/def2-TZVPD.

Structure (ORCA input):
```
! wB97M-V def2-TZVPD RIJCOSX def2/J DEFGRID3
* xyz 0 1
Ga -0.2131 -0.5605 -0.6560
C 0.8575 1.7488 -5.0367
C 0.1310 1.2528 -3.8014
C -1.0761 0.3489 -4.2793
P 1.1284 0.3936 -2.4766
C 2.4592 -0.5991 -3.2686
C 3.7154 0.1523 -3.5982
C 2.6387 -1.8610 -2.4130
C 1.8132 1.6472 -1.3838
C 2.2524 2.8651 -1.8582
C 2.7560 3.7985 -1.0792
C 2.9625 3.5106 0.2710
C 2.5715 2.3096 0.8491
C 1.8929 1.3372 0.0266
N 1.1414 0.2673 0.5795
C 1.5758 -0.2384 1.7745
C 2.9600 -0.4992 2.0386
C 3.4401 -0.8938 3.2765
C 2.5118 -1.3007 4.2043
C 1.1600 -1.1401 3.9147
C 0.6488 -0.5164 2.7640
P -1.0754 -0.2436 2.2563
C -2.2129 -0.7572 3.6475
C -2.2220 -2.3342 3.5572
C -2.1214 -0.2206 5.0339
C -1.0990 1.6799 2.3562
C -2.5392 2.2987 2.3727
C -0.1737 2.3180 3.4240
H 0.1312 2.2412 -5.7123
H 1.3348 0.8983 -5.5289
H 1.6102 2.4940 -4.8242
H -0.4063 2.1179 -3.3958
H -0.6736 -0.3414 -5.1175
H -1.8538 0.9381 -4.7049
H -1.3934 -0.2552 -3.4982
H 1.9069 -0.8516 -4.1863
H 4.0690 0.6886 -2.7180
H 3.4896 0.9351 -4.3294
H 4.5525 -0.4354 -3.8935
H 2.9498 -1.5785 -1.4137
H 3.3128 -2.5246 -2.8188
H 1.6383 -2.4215 -2.4173
H 2.1922 3.1127 -2.8683
H 3.0182 4.7996 -1.4105
H 3.3887 4.2076 0.9562
H 2.7313 2.1664 1.9473
H 3.6134 -0.2637 1.2819
H 4.5197 -1.0616 3.4072
H 2.8622 -1.8046 5.0736
H 0.5460 -1.7822 4.5642
H -3.1848 -0.5194 3.2574
H -1.3710 -2.8089 4.0174
H -2.3615 -2.6516 2.5165
H -3.0362 -2.7793 4.1437
H -2.4963 0.7879 5.2045
H -1.0489 -0.2014 5.3776
H -2.7700 -0.7895 5.7210
H -0.7298 2.0063 1.3925
H -2.8856 2.4347 3.4075
H -3.2311 1.7034 1.8355
H -2.6449 3.3052 1.9463
H -0.1551 3.3495 3.1130
H 0.8855 2.0023 3.2610
H -0.4685 2.1350 4.4756
C 2.4226 -3.6894 0.3279
Si 0.5344 -4.0012 -0.0031
C 0.4562 -5.5919 -1.0341
C -0.2377 -4.4332 1.6858
C -0.4571 -2.5442 -0.8033
H 2.7089 -4.3465 1.2009
H 2.7186 -2.6712 0.5464
H 3.0365 -4.0052 -0.4817
H 0.6703 -6.5005 -0.4387
H 1.1320 -5.6494 -1.8901
H -0.4876 -5.7371 -1.4524
H 0.4347 -5.2379 2.0409
H -1.2859 -4.7380 1.7340
H -0.2002 -3.6954 2.4533
H -1.5125 -2.7649 -0.5597
H -0.4548 -2.7535 -1.9287
O -1.8125 2.2471 -0.8056
B -1.8324 0.8773 -0.8952
O -3.2052 0.4986 -1.1828
C -3.9124 1.5922 -1.4125
C -5.2419 1.6889 -1.8312
C -5.6541 2.9705 -2.1706
C -4.7673 4.0366 -2.1559
C -3.4784 3.9460 -1.6131
C -3.0661 2.7099 -1.2261
H -5.8363 0.8184 -2.0742
H -6.6898 3.1171 -2.5269
H -5.1249 5.0607 -2.4798
H -2.7828 4.7795 -1.5813
*
```

Results
- relative energy (zero: lowest compared OMol25 entry of this formula, charge and spin) (kJ/mol) = 146.8
- HOMO-LUMO gap (eV) = 7.69
- LUMO (eV) = 0.55
- F_max (eV/A) = 3.999

# 3
Below is a structure of composition C34H51BaN7O4 at a distorted geometry, with properties calculated with ωB97M-V/def2-TZVPD.

Structure (ORCA input):
```
! wB97M-V def2-TZVPD RIJCOSX def2/J DEFGRID3
* xyz 1 2
Ba 0.3253 -0.7940 0.0040
C -0.8601 2.7301 3.0359
C -0.7323 1.6131 2.1046
C -2.1415 1.0236 1.5261
O -2.0426 0.0566 0.7417
C -3.4395 1.5110 2.0755
C -3.3993 2.5488 2.9754
C -2.0686 3.1278 3.4776
O -2.0639 4.0325 4.4109
O -4.5681 2.8963 3.4078
O 0.3235 1.0576 1.7856
H 0.0454 3.2141 3.3709
H -4.3270 1.0428 1.6761
C 2.2693 5.3464 -2.0182
C 3.4091 4.6409 -1.2276
C 3.5034 3.0890 -1.5131
C 2.3014 2.3308 -1.1869
N 1.3533 1.7122 -0.9561
H 2.3475 5.0185 -3.0548
H 2.2679 6.4287 -2.1482
H 1.2733 5.0718 -1.6709
H 3.3394 4.7687 -0.1474
H 4.3731 5.1007 -1.4454
H 4.3391 2.6691 -0.9533
H 3.7305 2.9115 -2.5643
C 0.3045 -0.6842 -5.5527
C 1.8206 -0.7106 -5.7632
C 2.4922 -0.0267 -4.5683
C 2.2308 -0.6165 -3.1895
N 2.0382 -1.0959 -2.1576
H -0.0871 0.3037 -5.3101
H 0.0621 -1.3563 -4.7296
H -0.2125 -1.0196 -6.4518
H 2.1936 -0.1350 -6.6103
H 2.1952 -1.7294 -5.8621
H 2.1540 1.0065 -4.4897
H 3.5792 0.0241 -4.6314
C 3.1339 3.3514 2.7931
C 3.3053 2.1599 3.8119
C 3.9815 0.7968 3.2779
C 3.3323 0.2494 2.1083
N 2.8457 -0.2111 1.1812
H 2.7861 4.2396 3.3206
H 2.3956 3.0598 2.0461
H 4.0959 3.6625 2.3859
H 2.3381 1.9987 4.2879
H 3.9905 2.5702 4.5537
H 4.0165 -0.0127 4.0070
H 5.0171 0.9297 2.9649
C -1.6260 -2.4847 6.3249
C -1.2474 -1.1344 5.7370
C 0.0342 -1.0365 4.9440
C 0.0420 -1.6376 3.6138
N 0.0317 -2.1321 2.5637
H -1.8010 -3.2448 5.5635
H -2.5186 -2.3980 6.9444
H -0.8434 -2.9860 6.8944
H -1.2418 -0.4633 6.5959
H -2.0869 -0.7497 5.1579
H 0.8818 -1.4877 5.4599
H 0.2991 -0.0003 4.7337
C -1.3312 3.3545 -2.7548
C -2.7791 2.9209 -2.4348
C -3.0278 1.5134 -3.0662
C -2.0607 0.5161 -2.6960
N -1.2844 -0.2952 -2.3936
H -0.6528 2.9052 -2.0294
H -1.2496 4.4374 -2.6617
H -1.0786 3.1326 -3.7916
H -3.4040 3.7402 -2.7902
H -2.9049 2.8038 -1.3585
H -2.9879 1.6002 -4.1520
H -3.9963 1.0959 -2.7908
C -4.8276 -1.8656 -2.6317
C -4.7628 -1.3159 -1.2323
C -4.1100 -2.2214 -0.2154
C -2.6813 -2.5963 -0.3814
N -1.5421 -2.8472 -0.5005
H -5.4605 -2.7511 -2.6894
H -3.8495 -2.1925 -2.9846
H -5.2145 -1.1055 -3.3104
H -5.7853 -1.1986 -0.8734
H -4.3573 -0.3046 -1.2034
H -4.5823 -3.2033 -0.2437
H -4.0674 -1.8110 0.7935
C 2.6712 -6.9976 -0.2462
C 1.3536 -6.8488 -0.9556
C 0.4846 -5.7185 -0.3148
C 1.1587 -4.4534 -0.2694
N 1.6890 -3.4067 -0.2309
H 3.2387 -6.0679 -0.2889
H 3.3056 -7.7629 -0.6932
H 2.5153 -7.2420 0.8045
H 0.8596 -7.8176 -0.8807
H 1.4916 -6.6496 -2.0183
H 0.1708 -5.9309 0.7072
H -0.4327 -5.5641 -0.8830
*
```

Results
- ⟨S²⟩ = 0.84
- HOMO-LUMO gap (spin up / spin down) (eV) = 8.06 / 5.19
- LUMO (spin up / spin down) (eV) = -2.68 / -4.72
- F_max (eV/A) = 6.588

Values for electronic energy, eV, ordered as above
-53541.90971 -121180.61066 -55394.22308